[1]
The following is a DFT calculation (wB97M-V/def2-TZVPD) of C45H48AlCl2F3N3OSbSe as an isolated structure.

- Energy above the lowest of the compared OMol25 structures with the same formula, charge and spin: 0.1434 eV
- F_max: 0.9 eV Å⁻¹
- HOMO-LUMO gap: 6.088 eV
- Total charge: +2

```
105
Properties=species:S:1:pos:R:3:mulliken_charge:R:1
Al -0.682 0.843 0.179 -1.1014
F 7.024 4.125 0.822 -0.3192
C 5.938 3.391 0.581 0.0919
C 5.328 3.486 -0.655 -0.6016
C 4.203 2.712 -0.900 -0.7264
C 3.706 1.860 0.084 0.6363
C 4.342 1.786 1.322 -0.4099
C 5.467 2.554 1.577 -0.8306
Sb 2.102 0.511 -0.313 1.1424
C 2.898 -1.098 0.801 0.6400
C 2.259 -1.561 1.949 -0.0746
C 2.831 -2.555 2.728 -0.6372
C 4.049 -3.077 2.332 0.0779
F 4.600 -4.044 3.065 -0.3287
C 4.719 -2.627 1.209 -0.7489
C 4.140 -1.624 0.448 -0.7228
C 2.482 0.031 -2.336 1.4922
C 2.302 1.023 -3.302 -0.5858
C 2.565 0.766 -4.637 -1.0097
C 2.997 -0.501 -4.990 0.0145
F 3.246 -0.757 -6.274 -0.3234
C 3.174 -1.508 -4.061 -0.6842
C 2.913 -1.234 -2.727 -0.3999
H 5.738 4.145 -1.407 0.5118
H 3.737 2.776 -1.873 0.2692
H 3.983 1.114 2.091 0.6476
H 5.988 2.501 2.523 0.5348
H 1.296 -1.160 2.249 0.1155
H 2.354 -2.926 3.625 0.5356
H 5.678 -3.054 0.949 0.4978
H 4.681 -1.240 -0.410 0.4864
H 1.954 2.012 -3.026 0.3601
H 2.445 1.522 -5.401 0.5395
H 3.513 -2.482 -4.385 0.5462
H 3.042 -2.023 -1.998 0.0686
Se -1.671 -0.200 2.961 0.5711
N -0.520 0.945 2.137 0.2704
C 0.269 1.480 3.081 1.5723
C 1.323 2.414 2.894 -0.4539
C 1.987 2.881 3.990 -1.0691
C 1.672 2.458 5.314 -0.7738
C 0.688 1.552 5.536 -0.7695
C -0.039 1.047 4.419 0.5281
N -1.037 0.179 4.523 -0.8125
H 1.664 2.720 1.912 0.3471
H 2.794 3.588 3.846 0.4922
H 2.233 2.863 6.145 0.4520
H 0.433 1.207 6.528 0.5418
C -4.672 3.433 0.955 -1.6436
C -4.577 1.938 0.818 0.1716
C -5.696 1.126 0.950 -0.8261
C -5.594 -0.248 0.783 -0.3379
C -6.804 -1.133 0.917 -1.7677
C -4.357 -0.827 0.495 -0.2992
C -3.208 -0.049 0.359 -0.4423
C -3.366 1.332 0.520 0.9095
N -1.895 -0.521 0.130 1.2106
C -1.641 -1.898 -0.366 0.7380
C -2.419 -2.198 -1.659 -1.0134
C -2.060 -3.593 -2.184 0.2568
C -0.566 -3.653 -2.515 -1.5249
C 0.238 -3.376 -1.243 0.4040
C -0.077 -4.431 -0.183 -1.4122
C -1.568 -4.367 0.151 0.2168
C -2.395 -4.637 -1.111 -1.2738
C -1.906 -2.975 0.701 -1.3181
C -0.152 -1.995 -0.709 -0.6381
H -5.595 3.723 1.453 0.4421
H -4.664 3.916 -0.026 0.2912
H -3.838 3.834 1.535 0.2461
H -6.657 1.570 1.179 0.3992
H -7.692 -0.557 1.170 0.4049
H -6.653 -1.883 1.694 0.3567
H -6.999 -1.665 -0.016 0.3378
H -4.329 -1.898 0.382 0.9358
H -2.516 2.006 0.383 0.4707
H -2.154 -1.437 -2.404 -0.4384
H -3.495 -2.131 -1.504 0.9199
H -2.644 -3.793 -3.084 0.3380
H -0.320 -2.915 -3.286 0.3797
H -0.307 -4.636 -2.914 0.5612
H 1.308 -3.383 -1.465 0.5362
H 0.521 -4.253 0.717 0.3837
H 0.185 -5.423 -0.557 0.5703
H -1.804 -5.112 0.914 0.2856
H -3.463 -4.603 -0.876 0.5346
H -2.181 -5.639 -1.488 0.5851
H -1.276 -2.768 1.575 0.2727
H -2.939 -2.961 1.042 0.5911
H 0.096 -1.245 -1.472 0.4595
H 0.418 -1.791 0.205 -1.0686
C -0.236 4.748 -1.354 -1.3693
C -1.208 3.925 -0.550 -0.0201
O -0.504 2.814 0.125 0.5728
H -0.778 5.556 -1.846 0.4399
H 0.248 4.143 -2.121 0.1741
H 0.530 5.198 -0.721 0.4124
H -1.966 3.454 -1.171 0.0683
H -1.706 4.503 0.226 0.4220
H 0.011 3.167 0.864 -0.0352
Cl -3.762 1.931 -2.686 -0.0478
C -2.328 1.326 -3.462 -0.6572
Cl -0.896 1.204 -2.331 0.3144
H -1.999 2.005 -4.239 0.5107
H -2.500 0.320 -3.826 0.4097
```

[2]
The following is a DFT calculation (wB97M-V/def2-TZVPD) of a 2-piece molecular cluster, C18H37N4O4S overall at a distorted geometry.

- F_max: 11.0 eV Å⁻¹
- HOMO-LUMO gap: 3.629 eV
- Total charge: +1

```
64
Properties=species:S:1:pos:R:3:mulliken_charge:R:1
N 2.506 -3.744 1.608 -0.6474
C 1.934 -2.641 1.004 0.1387
N 1.947 -2.605 -0.520 -0.4824
N 1.263 -1.506 1.779 -0.1490
C -0.187 -1.988 1.943 -0.7728
C -1.179 -0.807 1.329 0.4745
C -2.387 -1.540 0.440 0.3127
C -3.885 -0.983 0.800 -0.9035
C -4.955 -2.221 0.453 0.0344
C -5.098 -3.229 1.735 -0.5264
C -4.209 -4.603 1.654 -0.3084
O -4.494 -5.446 0.458 -0.3430
S -3.856 -4.628 -0.894 1.0675
O -4.360 -5.423 -2.162 -0.6425
O -2.311 -4.623 -0.991 -0.5481
C -4.669 -2.946 -0.987 -0.6282
H 2.910 -4.400 0.872 0.2794
H 1.394 -3.411 -0.885 0.3027
H 2.919 -2.577 -0.903 0.2709
H 1.719 -1.454 2.719 0.3304
H -0.401 -2.205 3.096 0.2056
H -0.296 -3.021 1.393 0.3675
H -1.616 -0.152 2.209 0.3672
H -0.531 -0.190 0.567 -0.5181
H -2.353 -2.671 0.741 -0.4800
H -2.240 -1.406 -0.723 0.1475
H -4.160 0.007 0.192 0.2385
H -3.988 -0.667 1.946 0.3151
H -6.009 -1.672 0.343 0.4146
H -4.697 -2.621 2.681 0.2742
H -6.219 -3.490 1.988 0.3083
H -4.545 -5.270 2.584 0.3332
H -3.039 -4.434 1.822 0.1695
H -4.047 -2.233 -1.710 0.3125
H -5.724 -3.092 -1.524 0.3261
C 4.462 3.950 -1.595 -1.6988
C 3.406 4.191 -0.478 1.5349
C 3.592 3.129 0.641 -1.1420
C 3.106 1.738 0.234 -0.7724
C 1.671 1.782 -0.281 -0.8877
C 1.449 2.836 -1.401 1.4897
N 2.021 4.178 -1.058 0.6211
O 1.160 4.774 -0.114 -0.2512
C 2.071 2.336 -2.731 -1.6352
C -0.083 2.895 -1.718 -1.6546
C 3.795 5.595 0.091 -1.7094
H 5.414 4.443 -1.370 0.4803
H 4.712 2.894 -1.729 0.3202
H 4.127 4.352 -2.558 0.3583
H 3.048 3.436 1.544 0.3978
H 4.649 3.066 0.930 0.3872
H 3.765 1.305 -0.524 0.3832
H 3.161 1.067 1.099 0.3390
H 1.391 0.784 -0.641 0.3739
H 1.008 1.994 0.568 0.3261
H 2.013 3.104 -3.511 0.4035
H 1.530 1.457 -3.107 0.4369
H 3.106 2.016 -2.639 0.3148
H -0.689 3.124 -0.834 0.3923
H -0.445 1.931 -2.094 0.4259
H -0.297 3.649 -2.486 0.4423
H 3.699 6.369 -0.682 0.4408
H 4.833 5.604 0.441 0.4502
H 3.184 5.893 0.950 0.3916
```

[3]
The following is a DFT calculation (wB97M-V/def2-TZVPD) of a 3-piece molecular cluster, C4H11N6 overall at a distorted geometry.

- Energy above the lowest of the compared OMol25 structures with the same formula, charge and spin: 0.0691 eV
- F_max: 6.4 eV Å⁻¹
- HOMO-LUMO gap (alpha / beta): 6.696 / 5.986 eV
- Spin multiplicity: 3
- Total charge: +1

```
21
Properties=species:S:1:pos:R:3:mulliken_charge:R:1
C -0.526 -1.214 1.244 0.0215
C -0.679 -0.378 -0.720 -0.7410
C -2.992 0.341 -0.706 -0.8224
C 0.780 2.192 0.243 0.4561
N 0.174 -0.998 0.084 0.1911
N -1.769 -0.769 1.130 -0.6122
N -1.855 -0.218 -0.142 0.6118
N 0.569 1.665 1.298 -0.4137
N 0.922 2.251 -0.962 -0.4880
N 2.819 -1.435 -0.109 -1.0097
H -0.147 -1.893 2.017 0.3895
H -3.621 0.506 0.197 0.3011
H -2.704 1.304 -1.168 0.3178
H -3.393 -0.373 -1.358 0.3699
H 3.604 -1.077 -0.756 0.2854
H 0.286 2.124 2.162 0.2567
H 1.634 2.672 -1.627 0.2849
H 2.908 -2.483 -0.119 0.2883
H 1.175 -1.165 -0.031 0.3812
H -0.450 0.195 -1.533 0.6392
H 3.265 -1.247 0.856 0.2924
```

[4]
The following is a DFT calculation (wB97M-V/def2-TZVPD) of the molecule C4H6N2 at a distorted geometry.

- Energy above the lowest of the compared OMol25 structures with the same formula, charge and spin: 1.2761 eV
- F_max: 5.3 eV Å⁻¹
- HOMO-LUMO gap (alpha / beta): 6.944 / 9.873 eV
- Spin multiplicity: 3
- Total charge: 0

```
12
Properties=species:S:1:pos:R:3:mulliken_charge:R:1
C 1.072 0.283 -0.710 -0.5109
C 0.699 0.822 0.634 -0.6417
C 0.297 -0.560 0.250 -0.0548
C -1.062 -1.117 0.036 -0.3542
N -2.101 -0.293 -0.023 0.3363
N -2.912 0.532 -0.079 -0.7095
H 0.554 0.739 -1.537 0.2808
H 2.104 0.096 -0.725 0.2802
H 1.462 1.057 1.272 0.2596
H 0.109 1.739 0.621 0.2591
H 0.993 -1.259 0.587 0.3738
H -1.215 -2.039 -0.325 0.4814
```

[5]
The following is a DFT calculation (wB97M-V/def2-TZVPD) of the molecule C4H6N2OS2 at a distorted geometry.

- Structure (SMILES): NC(=O)N=C1SCCS1
- Energy above the lowest of the compared OMol25 structures with the same formula, charge and spin: 0.0000 eV
- F_max: 4.0 eV Å⁻¹
- HOMO-LUMO gap: 9.810 eV
- Total charge: 0

```
15
Properties=species:S:1:pos:R:3:mulliken_charge:R:1
N 0.175 3.441 -1.110 -0.4556
C 0.585 2.231 -0.643 0.5388
O 1.624 2.286 -0.067 -0.5766
N -0.357 1.242 -0.896 -0.4607
C -0.273 0.174 -0.160 0.4029
S 0.923 -0.556 0.912 -0.0812
C 0.081 -2.075 1.382 -0.5261
C -0.751 -2.420 0.243 -0.5607
S -1.524 -0.958 -0.510 -0.1377
H 0.883 4.143 -1.247 0.2731
H -0.432 3.357 -1.949 0.2501
H 0.926 -2.696 1.657 0.3524
H -0.588 -1.976 2.255 0.2961
H 0.081 -2.837 -0.324 0.3147
H -1.354 -3.357 0.457 0.3705
```

[6]
The following is a DFT calculation (wB97M-V/def2-TZVPD) of C19H23N5O2ReSe as an isolated structure at a distorted geometry.

- F_max: 6.8 eV Å⁻¹
- HOMO-LUMO gap (alpha / beta): 6.943 / 3.198 eV
- Spin multiplicity: 4
- Total charge: +4

```
51
Properties=species:S:1:pos:R:3:mulliken_charge:R:1
N 3.296 -1.240 3.203 -0.4514
C 4.283 -1.854 3.264 0.3664
C 5.537 -2.582 3.436 -0.8012
H 6.288 -2.212 2.728 0.2984
H 5.372 -3.655 3.276 0.3035
H 5.907 -2.419 4.457 0.2998
N -3.615 -0.924 0.976 -0.3818
C -4.561 -1.600 0.915 0.3409
C -5.782 -2.384 0.902 -0.8364
H -5.538 -3.444 1.036 0.3084
H -6.300 -2.234 -0.053 0.3104
H -6.425 -2.048 1.727 0.3208
N -0.729 2.264 -4.652 -0.4617
C 0.188 2.868 -5.048 0.4089
C 1.395 3.587 -5.439 -0.7749
H 1.214 4.667 -5.446 0.3027
H 1.767 3.255 -6.414 0.3266
H 2.183 3.391 -4.699 0.2375
Re 0.058 -0.484 -0.531 0.8971
C -1.423 0.836 -0.660 0.2412
O -2.286 1.618 -0.717 -0.2397
C -0.449 -0.678 1.372 0.3723
O -0.724 -0.830 2.489 -0.2218
C 0.660 -2.666 -0.398 -0.3384
C 1.563 -1.958 -1.183 -0.3662
C 1.099 -1.241 -2.306 -0.2549
C -0.267 -1.180 -2.592 -0.3521
C -1.177 -1.786 -1.712 -0.5276
C -0.709 -2.528 -0.624 -0.5415
H 1.025 -3.233 0.453 0.5449
H 2.617 -1.946 -0.932 0.6184
H 1.811 -0.678 -2.894 0.5495
H -0.613 -0.562 -3.419 0.5409
H -2.245 -1.709 -1.885 0.6457
H -1.420 -3.027 0.028 0.5852
C 1.636 1.764 3.440 -0.5581
N 1.037 2.734 2.531 0.1900
C 0.385 3.900 2.923 -0.2952
C -0.018 4.535 1.791 -0.2312
N 0.398 3.754 0.716 0.2517
C 0.228 4.087 -0.688 -0.7254
C 1.043 2.645 1.171 0.0548
Se 1.827 1.271 0.116 0.1116
H 1.829 0.826 2.913 0.1827
H 0.943 1.593 4.271 0.3698
H 2.590 2.136 3.838 0.3359
H 0.265 4.163 3.962 0.5579
H -0.565 5.454 1.652 0.5569
H -0.785 4.471 -0.844 0.3656
H 0.956 4.844 -1.005 0.3228
H 0.378 3.184 -1.285 0.2404
```

[7]
The following is a DFT calculation (wB97M-V/def2-TZVPD) of C28H57CaN10OPS as an isolated structure at a distorted geometry.

- Energy above the lowest of the compared OMol25 structures with the same formula, charge and spin: 0.7576 eV
- F_max: 1.7 eV Å⁻¹
- HOMO-LUMO gap: 8.709 eV
- Total charge: +2

```
99
Properties=species:S:1:pos:R:3:mulliken_charge:R:1
Ca 0.067 -0.044 -0.490 2.7723
C 2.015 -3.038 -0.789 -1.2315
N 2.237 -2.992 0.644 0.3534
C 2.148 -4.266 1.336 -1.2136
C 2.419 -1.812 1.292 -0.4275
N 1.894 -0.712 0.790 0.5657
C 2.562 0.524 0.935 -0.2587
C 3.959 0.605 0.877 -0.4369
C 4.621 1.816 0.927 -0.9013
C 3.893 2.995 1.014 -0.8635
C 2.514 2.938 1.045 -0.4632
C 1.826 1.719 1.017 -0.1693
N 0.410 1.699 0.938 0.9613
C -0.297 2.560 1.635 -1.4133
N -1.527 2.944 1.142 0.9259
C -1.575 3.556 -0.182 -1.2603
C -2.604 3.353 2.032 -1.2751
N 0.066 3.038 2.849 0.5137
C -0.219 4.405 3.259 -1.2341
C 0.933 2.286 3.734 -0.5234
N 3.138 -1.880 2.447 0.3900
C 2.980 -0.923 3.524 -0.6574
C 4.294 -2.756 2.592 -1.3073
H 2.641 -3.821 -1.222 0.4625
H 2.283 -2.083 -1.235 0.3565
H 0.970 -3.261 -1.034 0.1960
H 1.308 -4.829 0.926 0.3616
H 1.972 -4.109 2.397 0.3687
H 3.049 -4.870 1.209 0.3754
H 4.527 -0.312 0.772 0.5165
H 5.701 1.844 0.877 0.4590
H 4.395 3.953 1.027 0.4718
H 1.939 3.856 1.066 0.5008
H -1.351 4.627 -0.133 0.3120
H -2.579 3.446 -0.590 0.4487
H -0.858 3.072 -0.842 0.2271
H -2.749 4.437 2.045 0.4507
H -2.411 3.009 3.045 0.4005
H -3.537 2.901 1.687 0.3500
H -0.644 4.973 2.436 0.3678
H 0.714 4.889 3.555 0.3981
H -0.903 4.441 4.110 0.3816
H 0.823 1.225 3.518 -0.1950
H 0.621 2.471 4.763 0.5236
H 1.985 2.566 3.633 0.2263
H 2.030 -0.406 3.429 -0.2463
H 3.779 -0.178 3.532 0.2768
H 2.996 -1.462 4.474 0.4768
H 4.580 -3.177 1.632 0.4201
H 4.108 -3.564 3.302 0.3767
H 5.133 -2.166 2.967 0.4101
C -1.990 -4.642 0.388 -1.0662
C -2.273 -3.561 1.421 -0.6275
S -0.978 -2.283 1.368 0.7157
O -1.215 -1.605 0.034 -1.0864
C -1.685 -1.142 2.605 0.2838
C -1.078 -1.399 3.977 -1.3100
H -2.867 -5.276 0.271 0.4173
H -1.156 -5.275 0.687 0.2736
H -1.766 -4.192 -0.581 0.1946
H -2.290 -3.956 2.438 0.4937
H -3.208 -3.043 1.206 0.3912
H -2.768 -1.260 2.609 0.7087
H -1.430 -0.151 2.221 -0.6459
H -1.357 -2.384 4.355 0.3669
H -1.432 -0.658 4.692 0.4360
H 0.012 -1.348 3.938 0.1814
N 0.813 -0.385 -6.121 -0.3143
C 2.087 -0.217 -5.730 0.5982
N 3.050 -0.224 -6.652 -0.3743
N 2.442 -0.045 -4.477 -0.7405
C 1.737 -0.002 -3.415 0.5606
N 1.181 0.047 -2.389 -1.2989
H 0.569 -0.533 -7.084 0.2107
H 0.077 -0.403 -5.438 0.0815
H 2.856 -0.343 -7.630 0.1927
H 3.997 -0.056 -6.358 0.2494
C -5.041 1.054 -1.143 -1.5093
C -3.670 0.549 -0.695 0.5557
P -2.360 0.350 -1.995 1.2748
C -3.046 -1.107 -2.903 -0.6579
C -2.344 -1.404 -4.227 -1.1429
C -2.717 1.735 -3.176 -0.9426
C -1.501 2.092 -4.036 -1.0017
H -5.735 1.045 -0.302 0.4425
H -5.466 0.423 -1.923 0.3520
H -4.991 2.077 -1.516 0.3306
H -3.763 -0.438 -0.234 0.3249
H -3.252 1.215 0.066 -0.6546
H -4.113 -0.952 -3.076 0.5162
H -2.933 -1.960 -2.229 0.0384
H -2.471 -0.583 -4.935 0.2622
H -2.770 -2.294 -4.690 0.4523
H -1.276 -1.581 -4.068 0.1938
H -3.004 2.606 -2.587 0.4547
H -3.570 1.473 -3.804 0.5957
H -0.614 2.250 -3.420 0.1521
H -1.688 3.000 -4.610 0.4681
H -1.276 1.297 -4.748 0.0825
```

[8]
The following is a DFT calculation (wB97M-V/def2-TZVPD) of the molecule H4NOPS2 at a distorted geometry.

- Structure (SMILES): NP(=O)(S)S
- Energy above the lowest of the compared OMol25 structures with the same formula, charge and spin: 0.5273 eV
- F_max: 2.7 eV Å⁻¹
- HOMO-LUMO gap: 10.207 eV
- Total charge: 0

```
9
Properties=species:S:1:pos:R:3:mulliken_charge:R:1
N 0.236 1.293 0.806 -0.5976
P 0.157 -0.026 -0.223 0.8800
O 0.073 0.408 -1.643 -0.6067
S 1.797 -1.129 0.356 -0.2916
S -1.763 -0.934 0.257 -0.3405
H 0.146 1.184 1.818 0.2635
H -0.652 1.675 0.674 0.2852
H 2.155 -1.255 -0.979 0.2072
H -2.150 -1.216 -1.064 0.2005
```